Below is a cluster of 9 separate species, C30H63Cl4NO19 in total in a non-equilibrium geometry, with properties calculated with ωB97M-V with the def2-TZVPD basis set.

Output
E_tot   -122611.5558 eV
SMILES   COC[C@H](C)N.CCOC(=O)OC.CCOC(=O)OC.CCOC(=O)OC.CCOC(=O)OC.CCOC(=O)OC.CCOC(=O)OC.ClCCl.ClCCl
Lowest unoccupied orbital energy   0.42 eV
Net charge   0
Molar mass   883.63 g mol⁻¹
Kohn-Sham gap   0.3626 Eh
Largest force on an atom   4.9 eV/A
Highest occupied orbital energy   -9.448 eV

```
117
Properties=species:S:1:pos:R:3:forces:R:3
C -0.209243 -1.246417 0.162716 -0.4745 0.0789 0.5817
C 2.467800 -4.049763 2.128620 -0.4703 2.6585 -0.4984
H -0.584041 0.513520 -4.330458 0.2584 -0.4828 0.5318
H 5.529779 -3.388554 4.418509 -0.1461 -0.0084 -0.0862
C -4.905348 -0.498034 2.793151 2.3705 -0.4048 -0.8845
C 0.453707 -5.121915 2.816056 -2.0240 0.7366 -2.1305
C -3.316290 5.451314 2.133222 0.8503 1.0182 -0.8013
O 5.512499 -0.386065 3.326821 -1.7767 -0.8024 -0.4361
Cl -5.192258 0.774759 -4.038797 0.2799 -0.3382 -0.1875
C 4.419053 -0.928468 3.341321 0.5234 1.1940 0.4465
H 2.313670 -3.273779 2.878408 0.4365 0.6233 -0.3665
H 7.904853 1.105454 -0.661360 -0.4241 -0.0865 -0.6060
H -2.497779 3.426365 -2.171017 0.1794 0.7595 0.4547
H -5.120324 3.025424 0.441922 -0.1225 -0.1243 -0.0793
H 7.001949 -3.248951 -6.194336 -0.0326 -0.1610 -0.1684
H -3.627265 2.814925 1.372595 0.2867 -0.1421 -0.1114
N -5.153061 4.152142 2.955422 -0.6304 -0.7461 -0.2010
C -0.535217 -0.730426 1.589686 -0.3384 0.1368 -0.2096
H -5.241837 4.847634 3.682407 0.4464 0.3270 -0.0515
H -9.670284 -0.292601 4.662212 0.1026 0.3416 -0.0163
O -7.291698 0.639751 3.205094 1.2463 -1.5671 2.7403
O 5.884695 1.407604 -1.108762 0.6766 -1.3324 -0.9551
H 0.380968 -0.508914 2.137079 -0.1611 -0.0574 0.1266
O -0.353401 -4.385297 2.166167 3.4109 -2.4209 2.6293
H -4.218087 2.587896 -7.148078 0.3967 0.1936 -0.5643
H 2.185510 2.083517 -2.926839 0.4501 -0.1509 -0.0362
H -3.938690 -0.972405 2.962415 -0.0340 -0.4962 0.1133
C 4.100543 -2.239441 -5.350787 -0.8645 -0.6888 -0.8152
H 6.747981 -1.228167 -7.527824 -0.0223 0.1738 -0.0370
H 7.465597 0.840583 1.755527 0.3473 0.0377 -0.3996
C 7.010958 1.597920 -0.278563 0.7686 1.1001 1.1127
H 2.398904 3.160442 -1.570541 0.3189 -0.3631 0.4943
C -1.473326 0.919181 -3.848041 1.4675 0.5990 -0.1117
H 4.412696 -3.520232 1.255803 -0.3609 0.1639 0.0736
C -9.567707 0.159496 5.648717 1.0655 0.3024 0.8175
H -9.773312 -0.606279 6.396658 0.1488 -0.1185 -0.0189
H -1.194777 -1.373069 2.172864 0.6601 -0.9919 -0.1205
O 3.871478 -1.377924 -4.377447 0.1887 1.0961 0.9490
O -7.065099 -0.010790 5.441116 -0.1748 0.1827 -0.2256
H -5.255126 5.405012 1.296242 0.0719 -0.0465 -0.6511
C 5.018507 2.361237 -1.268253 -1.1892 2.2529 0.1750
H 2.462913 -0.378861 -3.138456 1.0186 -0.2517 0.2910
H -8.128817 1.750722 5.330927 0.0793 -0.0133 -0.0650
C 3.220398 0.581270 1.758219 0.4665 1.2764 0.2840
O 5.047716 3.475175 -0.771954 -0.0235 -0.9417 -0.3514
H -0.319702 -2.330800 0.157246 0.2625 0.0113 -0.0174
O -1.191049 -0.804114 -0.781434 -0.9263 0.9572 -1.2866
H 2.781588 2.722569 2.022791 0.1555 -0.0782 -0.0277
C 6.156031 -2.093795 -7.825135 0.9172 0.2198 0.0175
H 5.434044 -3.858211 -6.834639 0.0092 -0.1515 0.2265
C 2.934786 1.830390 2.629960 -0.3510 -1.1123 -0.0355
C -4.770195 -0.503836 -5.204860 -0.4862 0.2043 -0.5447
H -1.682619 -6.868917 2.745246 -0.1074 0.4520 -0.1912
H -1.733492 -7.039415 4.450038 1.1673 -0.3014 0.3155
C 2.921758 2.696394 -2.406832 0.0034 1.1986 -0.0388
H 7.216846 2.660253 -0.147576 0.0650 0.0827 -0.4907
H 5.912991 -1.848126 5.200054 -0.0157 0.0532 -0.0982
H -4.538960 0.484586 2.495988 -0.9952 0.4052 -0.1196
H 2.438912 0.431392 1.013295 -0.4895 -0.4580 0.5788
H 4.001832 -5.233106 1.296550 0.2677 -0.0666 0.0387
O 0.031493 -6.161364 3.640010 0.8526 1.8043 -0.6777
H 4.062236 0.772330 1.092712 0.5711 -0.4986 0.6227
H 6.103501 0.126006 0.923950 0.2211 -0.1373 0.0352
H -2.192858 0.837268 -4.662690 -0.7691 -0.2409 1.1799
C 5.105355 -2.535100 4.947267 0.9353 -0.0343 1.1699
O 4.091133 -1.906185 4.238616 -1.3987 1.1971 -2.3295
H 3.695816 1.996073 3.392518 0.2851 0.0369 -0.3134
O 0.251143 0.639862 -1.856790 -0.8907 -0.9428 0.7576
O -5.515025 -0.539826 4.041740 -1.2974 0.1103 0.6660
H 6.737634 -2.581938 -8.607160 -0.2618 -0.1275 -0.1599
H -2.516143 4.885998 2.610994 -0.1572 -0.4906 -0.2412
H -2.009394 -5.497893 3.886022 0.5529 0.4930 -0.6133
C 6.659315 1.054595 1.053952 -0.6126 -0.7754 1.3876
O 4.058578 1.908915 -2.079741 -0.2086 -0.9398 0.1173
O 3.227846 -2.899662 -5.890754 1.4725 0.3539 0.2622
H 2.021832 1.622886 3.188142 -0.1954 0.1609 -0.0413
C -1.387634 -6.365729 3.666054 -0.9252 -0.4280 -0.1918
H -8.031076 1.075346 6.945257 0.3428 -0.4722 -0.0781
Cl -2.217431 1.375075 -7.038079 0.5645 -0.9792 -0.5272
H -1.221719 0.114775 1.639190 0.6116 0.8055 -0.7783
H -3.690048 -0.590391 -5.322787 -0.2294 0.2601 -0.0228
C -2.893304 3.041456 -1.231056 -1.1079 -0.2936 0.6791
C -8.163134 0.818220 5.894275 -1.3012 -0.2612 -1.3476
C 3.926545 -4.295734 1.847706 -0.1636 -0.7655 0.4987
H 5.205178 -1.715333 -8.200278 -0.0549 -0.3474 0.0144
H -3.442643 6.317392 2.782868 -0.8006 -0.1311 0.2975
O 1.828053 -5.134266 2.704152 -2.8518 -2.6064 1.3026
H 4.438467 -4.378215 2.806473 0.2446 -0.2104 -0.1799
C -4.212460 3.521910 0.784524 0.4946 0.8764 -0.8748
Cl -2.449894 4.222023 -7.011432 -0.4176 -0.0583 0.2130
Cl -5.497692 -0.098789 -6.833848 0.4596 -0.4519 0.9607
C -6.706950 0.064198 4.144613 -0.8633 1.6816 -1.5130
H 1.753735 -1.130845 -4.455276 0.2743 -0.3232 -0.6243
C 2.574074 -1.273064 -3.751771 -0.6792 -0.4571 -0.7801
H 2.357739 -2.201912 -3.223996 0.1128 0.1837 0.2584
O 3.307696 -0.608594 2.596469 0.9647 -0.7328 0.4682
H -5.179127 -1.448998 -4.847742 -0.1135 0.2652 -0.2020
H 0.747854 -0.952998 -0.268523 0.1826 0.0326 0.6113
H -3.555786 2.603878 -5.595631 0.5819 0.3631 0.1542
H -2.139759 2.455995 -0.704272 0.2305 0.0722 0.0488
C 6.026417 -2.974895 -6.595993 -0.1307 -0.5329 -1.7511
H 5.997037 1.703209 1.627359 -0.0917 0.2261 -0.2424
O -1.790630 0.283755 -2.590521 -2.3367 -0.5263 -1.5468
O 5.434255 -2.207294 -5.618425 -1.9647 1.0486 2.3759
C -0.841878 0.084012 -1.731697 2.9986 0.4246 0.4283
H -5.365772 -1.069971 1.987541 -0.5515 0.3824 0.1909
C -4.556409 4.687096 1.725746 0.3918 0.4081 1.2080
H -2.935610 5.929065 1.230475 0.4299 -0.2642 -0.1063
H -10.306018 0.943004 5.819322 -0.1220 -0.0146 -0.2900
O -3.472920 4.041044 -0.371464 -0.0436 -0.5108 0.2627
H -3.661480 2.347243 -1.571751 -0.2626 -0.2869 0.1681
H -6.117271 3.930768 2.752018 -0.2486 -0.5046 0.0208
C -3.258234 2.686155 -6.641007 -1.1043 0.5697 0.4807
H -1.198876 1.961834 -3.687911 -0.3594 0.0921 0.1340
H 4.621171 -2.845135 5.873301 0.2161 -0.2710 -0.0608
H 3.257191 3.542937 -3.005948 -0.1117 -0.1106 -0.3293
H 1.943927 -3.740449 1.224202 -0.0875 -0.0532 -0.1134
```
Forces are in eV/Å.

---

Below is a structure of composition C24H65BNbO7 in a non-equilibrium geometry, with properties calculated with ωB97M-V with the def2-TZVPD basis set.

Output
E_tot   -42494.3678 eV
Lowest unoccupied orbital energy   1.98 eV
Net charge   -1
Molar mass   569.50 g mol⁻¹
Kohn-Sham gap   0.2274 Eh
Largest force on an atom   3.0 eV/A
Highest occupied orbital energy   -4.207 eV

```
98
Properties=species:S:1:pos:R:3:forces:R:3
H 1.617604 -0.807045 -5.802151 -0.0659 0.0425 0.1256
H -3.575166 4.372770 -5.595290 -0.3587 -0.3577 -0.0952
H -6.309493 2.937468 -5.791740 0.5460 0.0348 0.3854
H 3.138196 -0.651474 -4.903703 0.0333 0.0335 -0.1920
H -7.492702 5.089649 -3.937636 0.2097 0.3667 -0.1746
O 1.541164 -3.000708 2.833710 -0.5323 -1.1030 -2.3553
H -6.108966 7.045035 -10.686792 -0.0725 0.0309 -0.0655
H -6.761298 5.041009 -6.577649 0.4138 0.0257 0.3886
O 2.439454 -3.297348 7.015827 0.0537 -0.2866 0.2077
C 2.346769 -4.860663 4.278992 -0.4584 0.2396 -0.7413
H -1.486397 0.648369 -4.469726 0.4685 0.1350 -0.6441
H -6.083396 6.257367 -3.862457 -0.6102 -0.3814 0.0291
O 1.269938 -3.456562 0.385645 0.0929 0.2798 1.3856
C 0.740677 -4.445648 12.391302 -0.1713 0.0172 -0.3960
H 4.291982 -4.150858 7.131633 -0.1540 -0.0104 -0.1085
C 0.543476 1.957843 -1.275740 0.3355 -0.4145 -0.9580
H 3.307230 -4.058529 9.430239 0.0699 -0.0033 0.0020
H -1.440828 -1.352310 1.990473 -0.0114 -0.2980 0.1490
H 2.765383 -4.510728 2.187519 -0.7587 -0.3662 0.0391
H -0.030173 2.226905 -0.373851 0.2569 -0.4930 -0.2249
O -7.255011 6.877816 -8.255894 -0.2660 -0.1666 0.0355
H 0.898928 2.918455 -1.714778 -0.3273 -0.4108 0.3784
H 1.693397 -5.683256 4.626804 0.5046 0.3047 0.0362
H 2.342717 1.199619 1.161583 -0.3808 -0.3835 -0.3585
C 2.256961 -1.284627 -5.058598 0.1248 -0.2160 0.3788
H -0.223638 -6.377628 12.542818 -0.0172 -0.0025 -0.0455
H -6.238101 5.357973 -10.213891 -0.0764 -0.0143 0.0001
H 2.700198 1.778137 -1.098206 -0.3981 -0.4703 -0.0918
C 1.877648 -4.411754 2.845717 1.4416 0.2263 0.8968
C 7.426244 -1.535188 5.906673 0.1563 -0.2101 0.2347
H -3.279998 1.422043 -5.972251 -0.4568 0.1043 0.5204
C -4.147188 3.463726 -5.873388 -0.1676 -0.7019 1.1721
H 0.937556 -3.566676 10.668093 0.0212 0.0174 -0.1040
H 1.230114 -6.357996 11.523835 0.0032 0.0213 0.0703
H 3.224950 -2.621409 -6.460754 0.0189 -0.0358 0.0287
H -0.265603 -5.664481 10.918181 -0.0669 0.0053 0.0695
H -1.395794 1.419841 -2.313029 0.4531 0.0483 0.0901
H 4.283308 -2.382050 7.054911 0.1678 -0.1030 0.0432
H -0.930205 1.009137 1.346011 -0.4849 -0.1680 0.8710
H -0.604989 -0.977087 -0.413306 -0.4523 -0.4052 -0.5520
H -7.277501 5.990236 -11.506725 0.0433 0.0265 -0.0026
C -7.863028 6.588145 -9.510605 0.3283 0.2560 -0.0295
H 8.304631 -0.891105 6.023333 0.0179 0.0175 -0.1675
H 3.290986 -3.160052 -4.770213 0.0647 0.0545 -0.0421
H -5.643655 3.452949 -4.221265 0.2573 0.2166 -0.4419
H 1.941464 0.334415 -1.791330 -0.2068 0.1932 0.3933
H 0.613840 -0.154532 2.945501 -0.1461 -0.1570 0.2308
H 6.963645 -3.591438 5.454107 -0.0080 0.0699 -0.0628
H -1.529411 3.408018 -5.721583 -0.4046 -0.0876 0.3828
H -3.866636 1.917409 -4.301303 0.2431 -0.0958 -0.4545
H 1.180961 1.386197 -4.048093 -0.4381 0.1529 0.2169
H 2.086206 -1.765507 -3.182477 -0.0868 0.0043 0.1525
H 2.702391 -0.347211 0.378244 -0.3968 0.4240 0.2041
H 3.400470 -5.199115 4.205090 -0.6005 0.0235 0.2664
H -8.440367 7.460610 -9.835432 -0.1059 -0.1014 -0.1151
H 8.412376 -2.978954 4.631661 0.0083 -0.0300 0.0323
C 3.785025 -3.252714 7.487325 -0.2416 0.4299 0.1335
O 1.521659 -1.355035 -3.844878 -0.1251 0.0769 -0.2902
H -0.146513 -3.871284 12.679296 -0.0250 -0.0999 0.1563
Nb 0.044438 -0.559863 1.237696 1.1647 2.2290 -1.7048
H 1.997661 -2.500021 7.319439 -0.0316 0.1124 -0.1077
H -7.451425 6.606325 -4.958341 0.0848 -0.4160 0.5715
H 1.036672 -5.030555 2.478259 0.4550 0.3381 0.1372
H 4.840299 -3.164829 9.375260 -0.0275 0.0460 0.0354
H -1.889351 3.206709 -3.951103 0.0371 -0.0034 -0.6179
H 3.287668 -2.304032 9.363685 0.1077 0.0409 0.0025
O 6.671131 -1.509564 7.115100 -0.1550 0.1758 -0.1349
C 1.920054 0.457421 0.446455 0.4201 -0.3333 -0.6656
C -1.903686 2.714416 -4.945399 0.0383 -1.4249 0.1966
H -5.232964 5.719306 -5.933914 -0.3905 -0.2837 -0.1148
C -6.855903 5.787759 -4.502689 0.6651 0.2573 -1.2540
H 6.798525 -1.119928 5.118797 -0.0790 0.0366 0.1384
H -4.125563 3.424499 -6.981389 -0.1722 -0.0644 0.5438
H 1.787359 -3.299111 -5.667999 -0.0090 0.0666 -0.0344
C 0.195465 1.816652 -3.787043 -1.0388 -0.2555 -0.4500
C 0.343904 -5.792384 11.816081 0.0118 -0.0857 0.0296
H 1.365824 -4.577271 13.274777 0.0692 0.1159 -0.0730
C 2.667295 -2.670275 -5.522306 0.0052 -0.0517 -0.1104
C -5.592586 3.636103 -5.310198 -0.0975 0.8884 -1.3878
C -3.377196 2.239733 -5.234318 1.0267 1.4944 -1.2080
H 7.225999 -1.865805 7.813168 0.0269 -0.0292 0.0720
C -6.101853 5.080708 -5.692780 -0.3857 -0.3344 1.1673
H 0.389223 -3.794216 0.199851 -0.1889 0.0995 -0.5125
C 7.841834 -2.952787 5.562088 -0.0289 -0.0639 -0.0454
H -8.552912 5.758229 -9.356910 0.0295 0.0512 0.1452
C -6.815202 6.222758 -10.545138 0.0127 -0.0849 -0.0446
H 0.290345 2.925110 -3.764895 0.1789 -0.6033 0.1478
H -6.654043 7.615435 -8.386758 0.0758 0.0455 0.0384
H 8.454885 -3.380816 6.360420 0.0796 0.0496 -0.0494
C 1.823746 1.090797 -0.996127 0.3795 0.9730 0.9147
H 2.285157 -4.029141 5.004585 -0.0149 -0.4904 -0.5299
C -0.901671 1.500154 -4.879470 -0.1181 0.5958 1.3072
C -0.304255 1.262184 -2.399106 0.9191 0.8651 -0.6109
H -0.108504 0.174621 -2.438403 -0.3311 0.5141 0.3186
B 1.086573 -2.605770 1.531055 0.1380 -0.6907 2.2460
O 1.490584 -3.692565 11.444193 0.1674 0.0018 0.2966
C 3.813761 -3.191690 9.002872 0.0389 -0.1229 -0.0159
H -0.472779 1.261532 -5.869282 -0.3247 0.0363 0.3692
```
Forces are in eV/Å.

---

Below is a structure of composition C12H13Cl2N6SV, with properties calculated with ωB97M-V with the def2-TZVPD basis set.

Output
<S²>   0.77
E_tot   -83143.7113 eV
ΔE to the lowest compared entry with this formula, charge and spin   1468.7 kJ/mol
Lowest unoccupied orbital energy (alpha / beta)   -5.12 / -5.07 eV
Net charge   +1
Molar mass   395.19 g mol⁻¹
2S+1   2
Kohn-Sham gap (alpha / beta)   0.2226 / 0.2266 Eh
Largest force on an atom   0.8 eV/A
Highest occupied orbital energy (alpha / beta)   -11.177 / -11.234 eV

```
35
Properties=species:S:1:pos:R:3:forces:R:3
H 0.997073 -3.044186 1.866657 0.0605 0.0164 0.0221
C 0.564240 -2.078909 2.114446 0.1424 -0.0252 -0.0740
H 3.288950 1.591132 -3.358476 0.0112 0.0085 -0.0164
C 0.910195 -0.682865 -3.408276 0.3009 0.1236 0.0365
N 0.402679 -1.315284 1.037622 -0.2102 -0.3470 0.1644
H 2.499529 1.798744 -5.738805 -0.0105 0.0034 -0.0021
N 1.911532 0.106511 -2.934452 0.1197 -0.3431 0.1825
V 1.903099 -0.577531 -0.982072 -0.7716 -0.2204 0.0617
C 0.445993 0.331374 -6.850970 -0.0129 -0.0186 0.0120
N -0.563775 -0.780466 3.728794 0.0193 0.0932 0.1539
H -0.952141 -0.737591 4.668983 0.0098 0.0004 0.0031
Cl 3.394379 -1.760831 0.085075 0.4090 -0.0639 -0.1776
C -1.897013 1.846958 0.825556 -0.1205 -0.1550 0.2298
H -2.829309 2.760281 2.521569 0.0264 0.0157 0.0150
H -2.483980 2.481542 0.169552 -0.0148 -0.0105 -0.0210
C 0.229698 -1.855080 3.429750 -0.0065 -0.0827 -0.2277
C -0.863763 0.132243 2.846889 -0.3473 -0.0828 0.1928
C 1.202834 1.326773 2.175438 -0.1226 0.0526 0.1364
N -1.750771 1.131604 3.132063 -0.0520 -0.0504 -0.0545
H 1.069221 1.266551 3.240471 0.0183 0.0692 0.0180
N 1.097288 0.642849 -0.149462 0.2342 0.4619 -0.0052
N 0.420313 -0.612406 -4.633274 0.0504 0.0272 0.0130
H -2.202021 1.187322 4.037856 0.0239 -0.0007 0.0304
S 0.368356 -1.792630 -2.188216 -0.1274 -0.0057 -0.0943
C -1.275085 0.767177 0.204415 -0.1040 0.2306 0.0843
C 0.981416 0.271494 -5.459448 0.1539 0.1384 0.0158
Cl 0.239137 0.379660 1.290749 0.6023 0.1935 -0.3759
H 0.429813 -2.552562 4.223212 0.0270 -0.0070 -0.0142
C 2.046953 1.097239 -5.054526 -0.1176 -0.0758 -0.0826
H 0.914425 -0.457501 -7.443955 -0.0039 -0.0040 0.0011
H 0.659582 1.286833 -7.325045 0.0030 -0.0005 0.0010
H -0.625191 0.143024 -6.843815 0.0008 0.0009 -0.0044
C 2.487243 0.987036 -3.762090 -0.1513 -0.0468 0.0606
H 2.073462 1.704889 1.672740 -0.0135 -0.0199 -0.0218
C -2.145166 1.995165 2.180435 -0.0262 0.1247 -0.2627
```
Forces are in eV/Å.

---

Q: Which value of largest force on an atom does entry 1 give?
A: 4.9 eV/A

---

Q: Which of these has the highest largest force on an atom?
A: C30H63Cl4NO19

---

Q: What is the formula in the second record?
A: C24H65BNbO7